Computed, not measured: a molecular structure, C27H25Cl3N5O4PSSeTi at a distorted geometry, with wB97M-V/def2-TZVPD.

Geometry as XYZ:
```
68
Properties=species:S:1:pos:R:3:forces:R:3:nbo_charge:R:1
Se 0.48325 2.22101 0.11140 0.460 0.157 -0.113 -0.8241
Ti -0.45145 0.06294 -0.23443 2.986 4.153 0.576 0.9518
Cl -7.75773 0.20415 -0.09565 -0.417 -0.059 -0.082 -0.0205
Cl -3.05407 -2.18954 1.15788 -0.544 -0.436 0.259 0.0570
Cl -3.01264 2.79189 -0.55482 -0.440 0.353 -0.016 0.0648
S 0.59651 -0.50590 2.65679 0.395 -0.411 -0.188 -0.2013
P 2.07277 -0.72019 -0.60422 1.400 0.584 -0.357 1.2262
O -1.99490 0.39780 0.60787 -2.170 0.686 1.147 -0.7414
O -0.32814 -1.82053 0.08143 0.194 -2.505 2.924 -0.5206
O 0.25362 -2.03410 -2.00164 0.640 -1.199 -1.291 -0.4504
O -1.64391 -1.13083 -1.45551 -2.501 0.653 -0.637 -0.5124
N -0.54047 -1.64481 -1.14796 0.263 -2.789 -2.739 0.5079
N -1.90664 0.11370 3.32238 0.087 0.237 0.013 -0.6114
N 0.03685 0.57311 -2.29799 0.391 0.428 -0.362 -0.5024
N -0.50871 1.80296 3.46675 -0.366 -0.046 -0.258 -0.4103
N 2.26483 -0.03848 -2.16344 0.492 0.032 -0.073 -0.9052
C -0.97080 1.12381 -2.96747 -0.215 0.133 -0.517 0.1177
C -1.80406 2.42956 3.62092 -0.146 0.262 0.050 -0.2124
C -3.98126 1.42383 -0.14983 0.366 -0.441 0.213 -0.1107
C -2.78540 1.24384 3.56109 -0.277 0.057 0.170 -0.2222
C 1.43980 0.92992 -4.19960 -0.108 -0.005 0.088 -0.2934
C 4.02458 1.24049 -0.15420 0.003 0.034 0.035 -0.2311
C 4.51199 -0.91505 0.78967 -0.048 0.015 0.015 -0.2141
C -5.35158 1.38105 -0.31231 0.018 -0.099 0.028 -0.2422
C 2.62775 -2.44964 -0.88801 -0.155 0.046 0.186 -0.3412
C 2.24954 -3.38653 0.06639 0.042 0.091 -0.038 -0.1470
C 2.54663 -4.72340 -0.12034 0.080 -0.191 0.094 -0.2300
C -6.03292 0.22326 0.03409 0.318 0.003 0.049 -0.0685
C -3.25974 0.32609 0.36901 -1.189 -0.122 -0.095 0.3648
C 3.34421 -2.85842 -2.00529 -0.022 0.089 0.120 -0.2121
C 0.69436 2.57641 3.46102 0.306 0.199 -0.079 -0.4157
C 5.74988 -0.45758 1.20215 0.134 -0.023 0.109 -0.2260
C 3.66176 -0.08495 0.06664 -0.327 -0.046 0.202 -0.2755
C 3.65166 -4.19620 -2.18361 0.057 -0.061 -0.088 -0.2018
C 1.23591 0.48827 -2.88073 -0.212 0.134 -0.342 0.4552
C 0.38204 1.46165 -4.89820 0.039 0.023 0.246 -0.1489
C -0.62685 0.52504 3.10296 -0.166 -0.477 0.946 0.3552
C -5.37205 -0.90579 0.49448 0.078 0.195 -0.026 -0.2493
C 5.26608 1.69218 0.25877 0.097 0.037 0.021 -0.2101
C 6.14118 0.83769 0.90916 0.087 0.070 0.090 -0.2217
C 3.24029 -5.13173 -1.24841 0.015 -0.169 -0.018 -0.2284
C -4.00143 -0.83955 0.64730 0.373 0.325 -0.157 -0.0985
C -0.85235 1.57755 -4.26488 -0.094 0.026 0.033 -0.3015
H -1.69686 2.01997 -4.76816 -0.112 0.003 0.003 0.2128
H -3.32089 1.10709 4.50995 0.031 0.102 -0.170 0.1845
H -5.88490 2.23331 -0.70029 -0.039 0.104 -0.017 0.2326
H -3.52606 1.37014 2.76258 0.138 -0.025 0.100 0.2017
H 3.19349 0.09799 -2.54694 -0.283 -0.038 0.061 0.3997
H 6.41565 -1.11049 1.75167 0.002 -0.050 0.005 0.2034
H 3.31608 1.91896 -0.60920 -0.072 0.003 -0.116 0.2595
H 1.53050 1.89915 3.29609 -0.011 0.085 0.006 0.2516
H 0.51366 1.79382 -5.92007 0.008 0.016 -0.002 0.2067
H 0.80042 3.08989 4.41924 0.026 -0.006 0.145 0.1712
H 3.45499 -6.18194 -1.40647 0.013 0.004 0.032 0.2014
H 0.68441 3.30448 2.64613 -0.014 -0.080 0.053 0.2361
H 4.20235 -1.92231 1.02897 0.090 -0.069 -0.051 0.2197
H 2.41917 0.84173 -4.64583 0.085 -0.063 -0.016 0.2054
H 5.55039 2.71856 0.08021 0.015 0.119 -0.041 0.2043
H -5.90319 -1.81357 0.72980 -0.083 -0.056 0.016 0.2350
H 2.22944 -5.45481 0.61011 -0.027 -0.038 0.061 0.2056
H -1.85504 2.96486 4.57551 -0.011 -0.021 -0.059 0.1840
H -1.91026 1.20579 -2.42771 0.173 -0.047 -0.178 0.2186
H -2.23762 -0.72323 2.86442 0.216 0.143 0.004 0.4253
H 4.20145 -4.52017 -3.05973 -0.005 0.048 -0.006 0.2007
H -1.96626 3.14912 2.80916 0.000 -0.071 0.048 0.2125
H 3.65411 -2.13421 -2.74571 -0.025 0.016 -0.081 0.2015
H 7.12026 1.18558 1.20951 0.051 0.048 0.037 0.2000
H 1.69568 -3.05592 0.93572 -0.088 -0.072 0.030 0.2280
```
Positions in Å, forces in eV/Å.

Values from the calculation:
HOMO energy (spin up / spin down) = -3.28 / -3.37 eV
Gap between HOMO and LUMO (spin up / spin down) = 5.79 / 5.88 eV
Multiplicity = 2
LUMO (spin up / spin down) = 0.0923 / 0.0922 Ha
Relative energy (zero: lowest compared OMol25 entry of this formula, charge and spin) = 3.866 eV
Total charge = -1

***

Computed, not measured: a molecular structure, C27H25ClF5GeINO2RhTe at a distorted geometry, with wB97M-V/def2-TZVPD.

Geometry as XYZ:
```
65
Properties=species:S:1:pos:R:3:forces:R:3:nbo_charge:R:1
I -0.71851 5.44227 -3.57460 0.006 -0.007 -0.010 0.1748
Te 2.41736 -0.27578 -1.61146 0.384 -0.800 0.261 2.9884
Rh -0.38256 0.38608 -2.55184 0.883 -0.752 -0.851 1.0770
Ge 0.82929 -0.54856 1.18850 0.365 -0.257 0.173 1.8592
Cl -5.32837 -0.16462 0.11371 0.035 0.003 -0.032 0.0836
F 2.56325 1.41808 -0.50086 0.082 0.205 -0.011 -0.6624
F 3.84545 -0.35288 -2.85273 0.250 0.313 -0.524 -0.5982
F 2.80897 -2.11151 -1.25308 -0.012 -0.077 0.051 -0.6250
F 1.28665 -1.08447 -3.03826 -0.527 -0.283 0.275 -0.6379
F 1.60638 1.18938 -2.77829 -0.528 0.183 0.175 -0.6389
O 0.72193 -0.49660 -0.67512 -0.003 0.503 0.381 -1.2493
O -1.06549 2.20296 -2.11603 -0.451 0.091 0.395 -0.6838
N -0.22387 3.54272 -0.53547 -0.017 -0.166 -0.084 -0.7077
C -3.22130 0.85292 -3.07822 -0.371 -0.046 0.073 -0.0856
C 1.10335 2.12337 2.33524 -0.076 0.054 -0.019 -0.1970
C -0.27761 3.14136 -1.78213 0.209 0.310 -0.084 0.6979
C -1.69321 -3.89822 0.86961 0.036 0.003 -0.013 -0.2130
C 5.07713 -1.07882 1.29559 -0.066 0.060 0.061 -0.1918
C -1.77126 -3.19217 3.16817 0.014 0.021 0.028 -0.2221
C -0.74480 3.55148 2.92157 0.011 0.017 0.000 -0.2071
C 2.77120 -2.47562 1.94228 0.119 -0.150 -0.061 -0.2239
C -1.15951 1.38111 1.97010 0.013 0.080 0.008 -0.2514
C -2.17265 -4.06045 2.16240 -0.021 -0.018 -0.009 -0.1938
C 2.66413 -1.13999 1.56195 -0.122 0.084 -0.185 -0.4190
C 3.84572 -0.43790 1.26246 -0.129 0.040 0.458 -0.2820
C -0.89435 -2.15543 2.87990 -0.089 0.008 -0.063 -0.1416
C -4.19256 -0.21616 -1.17155 0.049 -0.087 0.001 0.0229
C -0.81797 -2.85968 0.57918 0.039 -0.108 0.089 -0.2180
C -1.30842 -0.23217 -4.25460 -0.028 0.426 0.009 -0.3493
C -1.63868 2.58223 2.48207 -0.039 -0.028 -0.036 -0.2250
C 4.00917 -3.10595 1.99870 -0.088 -0.005 -0.005 -0.1801
C -2.42678 -1.32299 -2.32383 0.373 0.067 0.210 -0.1130
C 0.62405 3.32068 2.85231 0.022 -0.003 -0.020 -0.2218
C -4.14129 0.86442 -2.07039 0.055 0.087 -0.078 -0.2339
C -3.34264 -1.30086 -1.28222 -0.108 0.040 0.106 -0.2087
C 0.52270 3.88328 -2.80395 -0.037 -0.077 -0.001 -0.6244
C 5.15925 -2.41738 1.65119 -0.011 0.017 -0.018 -0.1841
C -0.41491 -1.98064 1.58246 -0.044 0.216 -0.111 -0.5174
C -2.34407 -0.25624 -3.24381 -0.028 0.115 -0.475 -0.1966
C 0.21441 1.14873 1.88579 0.034 -0.110 -0.080 -0.4314
H 0.38670 4.29231 -0.25342 -0.021 0.027 0.000 0.4253
H 2.17130 1.95300 2.28152 0.000 -0.005 0.007 0.2282
H -1.11639 4.48138 3.33209 0.000 0.000 0.006 0.2305
H -3.13389 1.69312 -3.75338 -0.048 -0.009 -0.034 0.2441
H 1.31921 4.06890 3.21107 -0.010 0.007 0.005 0.2300
H -2.13773 -3.32373 4.17773 -0.005 -0.008 -0.003 0.2260
H -1.86086 0.61777 1.64855 -0.005 -0.002 0.004 0.2265
H -0.74034 3.04405 0.18149 0.003 0.003 0.047 0.4403
H 5.97467 -0.52374 1.05565 -0.003 0.005 0.010 0.2244
H -0.42029 -2.74998 -0.42284 0.011 0.009 0.000 0.2206
H -1.98788 -4.59140 0.09105 -0.009 -0.008 0.009 0.2198
H -1.76442 -2.17191 -2.44931 -0.057 -0.049 -0.018 0.2465
H 1.41763 4.33605 -2.39015 -0.009 0.005 0.015 0.2550
H 0.77478 3.23304 -3.63127 0.002 -0.013 -0.018 0.2695
H 6.11908 -2.91617 1.66703 -0.001 -0.005 0.006 0.2262
H -0.58895 -1.48027 3.67230 -0.006 -0.006 0.008 0.2111
H -3.39472 -2.10836 -0.56595 0.031 0.001 -0.008 0.2507
H -0.82392 -1.17501 -4.49831 0.039 0.016 0.042 0.2344
H -2.70543 2.75338 2.55103 0.001 0.011 0.011 0.2287
H -1.37606 0.44720 -5.09572 -0.119 0.104 0.082 0.2333
H 3.81424 0.62480 1.07378 0.023 -0.047 -0.173 0.2381
H 1.88344 -3.05260 2.16988 -0.001 -0.001 0.007 0.2232
H -4.81345 1.70010 -1.93638 -0.005 -0.007 0.000 0.2496
H -2.85244 -4.87151 2.38848 0.002 0.000 0.004 0.2261
H 4.06620 -4.14638 2.29033 0.002 0.003 0.011 0.2236
```
Positions in Å, forces in eV/Å.

Values from the calculation:
HOMO energy (spin up / spin down) = -11.39 / -11.73 eV
Gap between HOMO and LUMO (spin up / spin down) = 6.57 / 6.82 eV
Multiplicity = 2
LUMO (spin up / spin down) = -0.1773 / -0.1803 Ha
Relative energy (zero: lowest compared OMol25 entry of this formula, charge and spin) = 0.668 eV
Total charge = +1